This record from the Open Molecules 2025 dataset describes an isolated molecule of C19H21N3O4S in a non-equilibrium geometry. The level of theory is the ωB97M-V functional and the def2-TZVPD basis.

Calculated values
relative energy (zero: lowest compared OMol25 entry of this formula, charge and spin) = 446.6 kJ/mol
SMILES = CCc1ccc(NS(=O)(=O)c2cc3c(cc2C)n(C)c(=O)c(=O)n3C)cc1
frontier orbital gap = 8.18 eV
E = -1599.94315 a.u.

Atoms and positions in Å:
C 3.0792 -5.2175 -0.1381
C 2.4308 -4.9882 -1.4404
C 1.2341 -4.0473 -1.3634
C 1.3885 -2.6162 -1.1697
C 0.3302 -1.8862 -0.7255
C -1.0042 -2.4839 -0.5757
N -2.2440 -1.7236 -0.5381
S -2.6201 -0.7261 0.8489
O -2.0927 -1.3860 2.0939
O -4.0439 -0.5855 0.8749
C -1.8016 0.9393 0.5024
C -0.4916 1.0027 0.8823
C 0.2556 2.1542 0.8238
C -0.4223 3.2308 0.2123
C -1.7629 3.1355 -0.2892
C -2.4422 1.9618 -0.1143
C -3.7829 1.7840 -0.7376
N 0.1155 4.5382 0.2376
C -0.7415 5.8061 -0.0338
C 1.4932 4.7548 0.6313
O 1.9923 5.8890 0.3808
C 2.1858 3.5889 1.2499
O 3.4671 3.6416 1.4420
N 1.5535 2.3154 1.4067
C 2.3593 1.1686 1.8206
C -1.0948 -3.8482 -0.7221
C 0.0002 -4.5640 -1.0713
H 3.2537 -4.2992 0.3996
H 4.0084 -5.7750 -0.3396
H 2.5104 -5.9577 0.4908
H 3.2724 -4.5298 -1.9848
H 2.2304 -5.9354 -1.9687
H 2.4130 -2.2779 -1.2857
H 0.3811 -0.7861 -0.5585
H -3.0345 -2.2706 -0.6867
H -0.0383 0.0281 1.3000
H -2.0784 3.9710 -0.8784
H -4.6349 1.7494 0.0758
H -4.0207 2.4945 -1.4970
H -3.8352 0.8404 -1.2502
H -0.3674 6.8186 0.1811
H -1.6288 5.7248 0.5923
H -1.1623 5.7236 -1.1079
H 2.9355 0.7895 0.9648
H 2.9575 1.4787 2.6447
H 1.6348 0.3806 2.1684
H -2.0905 -4.3478 -0.5198
H -0.0470 -5.6578 -1.2286

Let us look at the Löwdin charges, expressed in e, one per atom: number 1, C, carries -0.13; number 2, C, carries -0.25; number 3, C, carries -0.21; number 4, C, carries -0.03; number 5, C, carries -0.02; number 6, C, carries -0.25; number 7, N, carries -0.05; number 8, S, carries 0.76; number 9, O, carries -0.33; number 10, O, carries -0.31; number 11, C, carries -0.21; number 12, C, carries -0.05; number 13, C, carries -0.12; number 14, C, carries -0.10; number 15, C, carries 0.04; number 16, C, carries -0.27; number 17, C, carries -0.04; number 18, N, carries 0.00; number 19, C, carries 0.01; number 20, C, carries -0.26; number 21, O, carries 0.07; number 22, C, carries -0.23; number 23, O, carries 0.04; number 24, N, carries -0.02; number 25, C, carries 0.00; number 26, C, carries -0.05; number 27, C, carries -0.08; number 28, H, carries 0.07; number 29, H, carries 0.08; number 30, H, carries 0.09; number 31, H, carries 0.11; number 32, H, carries 0.12; number 33, H, carries 0.11; number 34, H, carries 0.10; number 35, H, carries 0.06; number 36, H, carries 0.12; number 37, H, carries 0.10; number 38, H, carries 0.13; number 39, H, carries 0.07; number 40, H, carries 0.07; number 41, H, carries 0.09; number 42, H, carries 0.08; number 43, H, carries 0.11; number 44, H, carries 0.11; number 45, H, carries 0.08; number 46, H, carries 0.10; number 47, H, carries 0.14; number 48, H, carries 0.13